Record 1
Density functional theory data (ωB97M-V with the def2-TZVPD basis set) for a cluster of 4 separate species, C3H14NO4 in total in a non-equilibrium geometry.

ORCA input file:
```
! RIJCOSX wB97M-V def2-TZVPD def2/J DEFGRID3
* xyz 2 2
O -2.0788 -0.1525 0.5299
C -1.4210 -1.1384 0.7392
C 0.0221 -1.3237 0.2819
C 0.1568 -2.3201 -0.8370
N 0.6265 0.0292 -0.1002
H -1.8971 -2.0331 1.1480
H 0.7253 -1.5835 1.1658
H 0.9794 -3.0280 -0.6404
H 0.3260 -1.7885 -1.7706
H -0.7555 -2.9100 -0.8569
H 0.6161 0.7664 0.6837
H 0.2471 0.3742 -0.9989
H 1.6424 -0.1311 -0.1998
H -0.5487 2.4448 -0.0678
H 0.6654 3.0505 -0.9090
O 0.1908 3.0529 -0.0682
H 0.4052 0.3289 3.6536
H 1.8373 0.1125 3.4407
O 1.0258 0.2096 2.9169
H 1.2675 0.6497 -3.7698
H -0.0678 0.5753 -3.6560
O 0.6423 0.8546 -3.0390
*
```

Its expectation value of S² is 0.76. For the lowest unoccupied orbital energy (spin up / spin down), the calculation gives -10.6 / -14.4 eV.

Want to see where the charge sits? The Mulliken charges in e are: 0.01 0.02 0.29 -1.02 -0.44 0.46 0.43 0.36 0.33 0.40 0.47 0.29 0.35 0.28 0.34 -0.62 0.33 0.32 -0.62 0.35 0.34 -0.67

=====

Record 2
Density functional theory data (ωB97M-V with the def2-TZVPD basis set) for a structure of composition C21H46DyNO2P3 in a non-equilibrium geometry.

ORCA input file:
```
! RIJCOSX wB97M-V def2-TZVPD def2/J DEFGRID3
* xyz 3 6
Dy 0.0498 -0.2276 1.0735
P 2.3637 0.8172 2.2613
P -0.5331 1.9035 -0.6532
P 1.9837 -0.6960 -1.0585
H -1.4644 -2.5852 1.0479
C -0.4057 -2.6081 0.7080
C 0.6146 -2.5483 1.6513
H 0.3633 -2.5979 2.7172
C 2.0037 1.2564 4.0020
C 3.0768 2.4115 1.7021
C 3.9255 -0.1250 2.4883
C -1.8868 1.5829 -1.8434
C -1.3192 3.1956 0.3862
C 0.4958 2.9734 -1.7212
C 2.9775 -2.2458 -1.0469
C 3.3160 0.4881 -1.4851
C 1.1848 -0.8639 -2.7083
H -0.2748 -2.9769 -0.3198
H 1.6625 -2.7844 1.4378
H 1.6197 0.3890 4.5535
H 1.2555 2.0561 4.0452
H 2.9233 1.6082 4.4876
H 2.3058 3.1932 1.7268
H 3.4721 2.3304 0.6812
H 3.8943 2.6953 2.3817
H 3.7140 -1.0830 2.9860
H 4.6030 0.4687 3.1179
H 4.4066 -0.3208 1.5192
H -2.1914 2.5424 -2.2869
H -2.7436 1.1367 -1.3200
H -1.5616 0.9058 -2.6465
H -1.7013 3.9932 -0.2665
H -0.5820 3.6281 1.0761
H -2.1500 2.7779 0.9688
H -0.1413 3.7990 -2.0713
H 0.8705 2.4196 -2.5940
H 1.3404 3.3904 -1.1567
H 3.4651 -2.3904 -2.0194
H 2.3314 -3.1048 -0.8392
H 3.7462 -2.1941 -0.2677
H 3.8309 0.1393 -2.3930
H 4.0504 0.5538 -0.6725
H 2.9064 1.4876 -1.6726
H 1.9208 -1.2500 -3.4293
H 0.7973 0.0961 -3.0727
H 0.3477 -1.5707 -2.6477
C -1.9618 -1.0276 -5.7150
C -3.0622 -1.3858 -6.5270
C -3.3222 -2.7453 -6.7173
C -2.4802 -3.7232 -6.1594
C -1.3194 -3.3368 -5.4752
C -1.0223 -1.9843 -5.3053
O -1.8127 0.2288 -5.1599
H -2.5164 0.8152 -5.4984
H -3.7006 -0.6114 -6.9554
H -4.1918 -3.0525 -7.3034
H -2.7209 -4.7815 -6.2691
H -0.6347 -4.0824 -5.0670
H -0.1089 -1.6460 -4.8129
C -2.8383 0.5492 5.9306
N -2.3283 0.7708 4.5748
C -2.6222 2.0109 3.8517
C -1.5614 -0.1155 3.9737
C -1.1974 -1.3879 4.6446
O -1.1412 0.1863 2.7854
H -3.4465 1.4101 6.2168
H -2.0204 0.4311 6.6635
H -3.4644 -0.3592 5.9851
H -1.6822 2.5238 3.5864
H -3.1689 1.7838 2.9249
H -3.2267 2.6232 4.5228
H -1.4220 -2.2452 3.9954
H -0.1263 -1.3857 4.9138
H -1.7630 -1.5292 5.5688
*
```

Its expectation value of S² is 8.94. For the lowest unoccupied orbital energy (spin up / spin down), the calculation gives -11.5 / -10.9 eV.

Want to see where the charge sits? The Mulliken charges in e are: -0.08 0.94 0.94 1.00 0.45 -0.68 -0.19 0.24 -1.20 -1.30 -1.28 -1.23 -1.03 -1.41 -1.39 -1.31 -1.62 0.35 0.25 0.30 0.34 0.47 0.36 0.31 0.49 0.38 0.47 0.33 0.45 0.41 0.26 0.47 0.37 0.25 0.51 0.41 0.36 0.48 0.42 0.35 0.49 0.42 0.24 0.54 0.49 0.37 0.66 -0.68 -0.42 -0.58 -0.37 -0.33 -0.44 0.29 0.33 0.37 0.38 0.38 0.41 -0.99 0.05 -0.63 0.83 -1.23 -0.24 0.31 0.40 0.39 0.18 0.27 0.38 0.32 0.20 0.54

=====

Record 3
Density functional theory data (ωB97M-V with the def2-TZVPD basis set) for an isolated molecule of C11H11ClN2 in a non-equilibrium geometry.

ORCA input file:
```
! RIJCOSX wB97M-V def2-TZVPD def2/J DEFGRID3
* xyz 0 1
C -2.1703 0.1432 0.8525
C -3.1228 -0.7413 0.3626
C -2.7197 -1.9438 -0.1944
C -1.3676 -2.2524 -0.2657
C -0.4150 -1.3583 0.2252
C -0.7850 -0.1411 0.7988
C 0.2176 0.8457 1.3599
C 1.6523 0.4233 1.2650
C 2.7760 0.9499 -2.0278
C 3.5661 -0.1962 -2.4480
C 4.2337 -1.1293 -2.7965
H -4.1430 -0.4673 0.4503
H -3.4672 -2.6299 -0.5362
H -1.0215 -3.1802 -0.7049
H 0.6371 -1.6030 0.1649
H 0.0732 1.8237 0.8658
H -0.0113 1.0618 2.4096
H 2.1613 0.1704 2.2072
H 0.9946 1.2532 -0.9764
H 2.1985 1.3194 -2.8803
H 3.4398 1.7799 -1.6878
H 4.8334 -1.9621 -3.1371
N 2.3757 0.3536 0.2168
N 1.8002 0.6105 -0.9915
Cl -2.7128 1.6521 1.5564
*
```

For the lowest unoccupied orbital energy, the calculation gives 0.7 eV. The SMILES is C#CCN/N=C\Cc1ccccc1Cl.

Want to see where the charge sits? The Mulliken charges in e are: 0.40 -0.61 -0.34 -0.81 -0.16 0.55 -0.95 -0.42 -0.71 -0.50 0.24 0.44 0.39 0.36 0.37 0.38 0.51 0.34 0.21 0.33 0.33 0.39 -0.60 0.09 -0.23

=====

Record 4
Density functional theory data (ωB97M-V with the def2-TZVPD basis set) for a structure of composition C3H5N3.

ORCA input file:
```
! RIJCOSX wB97M-V def2-TZVPD def2/J DEFGRID3
* xyz 0 1
C -1.3309 -0.4002 0.1424
N -0.3177 -0.1871 -0.7913
C 0.2501 1.1429 -0.6489
N 1.2689 1.0989 0.1077
C 1.3107 -0.3359 0.4416
N 0.6739 -1.0934 -0.4815
H -2.2289 0.2183 0.0502
H -1.4755 -1.4423 0.4198
H 0.1248 -0.2757 1.2483
H -0.2389 2.0075 -1.0901
H 2.2039 -0.6999 0.9445
*
```

For the lowest unoccupied orbital energy (spin up / spin down), the calculation gives -0.2 / -0.2 eV.

Want to see where the charge sits? The Mulliken charges in e are: -0.54 0.13 0.08 -0.40 -0.26 -0.52 0.25 0.32 0.22 0.36 0.36

=====

Record 5
Density functional theory data (ωB97M-V with the def2-TZVPD basis set) for a structure of composition C42H36BN4OP2PdS.

ORCA input file:
```
! RIJCOSX wB97M-V def2-TZVPD def2/J DEFGRID3
* xyz 1 1
Pd -0.1934 -0.0486 0.4149
O 0.8216 3.0081 0.2797
S 0.0287 1.9936 -0.4136
C -1.5894 2.6640 -0.7601
C -1.7299 3.9769 -1.1790
C -3.0002 4.4407 -1.4869
C -4.1009 3.5987 -1.3680
C -3.9519 2.3058 -0.8865
C -2.6881 1.8352 -0.5496
P -2.4228 0.2844 0.3641
C -2.9964 0.5807 2.0426
C -3.4989 1.8063 2.4702
C -3.8187 1.9861 3.8086
C -3.6327 0.9528 4.7147
C -3.1212 -0.2668 4.2911
C -2.7957 -0.4543 2.9590
C -3.4982 -0.9272 -0.4177
C -4.5085 -1.5921 0.2655
C -5.2916 -2.5227 -0.4047
C -5.0697 -2.7818 -1.7487
C -4.0630 -2.1117 -2.4354
C -3.2745 -1.1888 -1.7708
C 0.7925 1.7480 -2.0058
C 0.5182 2.5091 -3.1313
C 1.3434 2.3813 -4.2388
C 2.4457 1.5378 -4.1978
C 2.7046 0.7778 -3.0662
C 1.8499 0.8438 -1.9709
P 2.0582 -0.1908 -0.4741
C 2.2863 -1.9019 -1.0127
C 2.1444 -2.3546 -2.3186
C 2.2732 -3.7115 -2.5976
C 2.5423 -4.6107 -1.5795
C 2.6711 -4.1609 -0.2701
C 2.5358 -2.8157 0.0158
C 3.6342 0.3428 0.2250
C 4.7955 -0.4026 0.0220
C 6.0016 0.0564 0.5313
C 6.0463 1.2460 1.2442
C 4.8874 1.9801 1.4548
C 3.6776 1.5312 0.9522
H -0.8596 4.6165 -1.2585
H -3.1334 5.4595 -1.8248
H -5.0862 3.9662 -1.6221
H -4.8172 1.6700 -0.7413
H -3.6383 2.6220 1.7731
H -4.2078 2.9387 4.1425
H -3.8760 1.1012 5.7585
H -2.9576 -1.0681 4.9992
H -2.3638 -1.3957 2.6357
H -4.6882 -1.3875 1.3129
H -6.0775 -3.0426 0.1263
H -5.6834 -3.5071 -2.2664
H -3.8936 -2.3129 -3.4848
H -2.4796 -0.6702 -2.2978
H -0.3154 3.1957 -3.1538
H 1.1357 2.9603 -5.1284
H 3.1037 1.4656 -5.0535
H 3.5652 0.1207 -3.0369
H 1.9253 -1.6651 -3.1224
H 2.1664 -4.0593 -3.6167
H 2.6447 -5.6648 -1.8020
H 2.8674 -4.8594 0.5328
H 2.6144 -2.4745 1.0433
H 4.7590 -1.3340 -0.5269
H 6.9035 -0.5198 0.3735
H 6.9881 1.5992 1.6433
H 4.9237 2.9019 2.0198
H 2.7711 2.0989 1.1219
B 0.5433 -2.3022 3.2268
N 0.3683 -0.7990 3.5482
C 0.3509 -0.2826 4.7890
C 0.4261 1.0925 4.6930
C 0.4939 1.3361 3.3170
N 0.4659 0.1846 2.6445
N -0.1555 -2.7656 1.8760
C -0.4110 -4.0627 1.6554
C -0.8139 -4.2381 0.3435
C -0.7796 -2.9608 -0.1976
N -0.3783 -2.0898 0.7344
H 1.7226 -2.5775 3.1392
H -0.0036 -2.9275 4.1000
H 0.3022 -0.9271 5.6507
H 0.4365 1.8084 5.4962
H 0.5532 2.2727 2.7842
H -0.2851 -4.7769 2.4517
H -1.0958 -5.1546 -0.1440
H -1.0250 -2.6213 -1.1898
*
```

For the lowest unoccupied orbital energy, the calculation gives -3.0 eV.

Want to see where the charge sits? The Mulliken charges in e are: 0.00 -0.87 2.00 -0.19 -0.42 -0.85 -0.75 -0.49 -0.96 2.45 0.92 -0.74 -0.75 -0.77 -0.78 -0.71 0.68 -0.56 -0.68 -0.62 -0.64 -0.67 0.82 -0.69 -0.88 -0.89 -0.43 -0.74 1.78 0.69 -0.83 -0.72 -0.63 -0.74 -0.70 0.79 -0.54 -0.77 -0.57 -0.84 -0.18 0.67 0.45 0.47 0.56 0.35 0.44 0.42 0.46 0.37 0.40 0.45 0.42 0.45 0.47 0.56 0.45 0.44 0.64 0.48 0.45 0.41 0.44 0.49 0.44 0.44 0.41 0.45 0.21 0.24 -0.61 -0.52 -1.42 -0.57 1.72 -0.77 -0.42 -1.53 -1.00 1.85 -0.14 -0.18 0.49 0.45 0.55 0.50 0.50 0.65

=====

Record 6
Density functional theory data (ωB97M-V with the def2-TZVPD basis set) for a structure of composition C32H45BrN2P2Ru in a non-equilibrium geometry.

ORCA input file:
```
! RIJCOSX wB97M-V def2-TZVPD def2/J DEFGRID3
* xyz 4 5
N -5.4582 -1.1017 3.5426
C -4.5133 -0.3406 4.0900
C -3.7566 0.5278 3.2961
C -3.8967 0.4772 1.8880
C -5.0083 -0.2244 1.3753
C -5.7419 -1.0478 2.2468
C -3.0268 1.2061 1.0007
Ru -0.1532 0.9168 -1.3110
P 2.1905 0.4656 -1.3728
C -3.1041 1.1987 -0.3531
C -2.2104 1.9968 -1.2183
C -2.1762 1.8067 -2.6606
C -1.0526 2.2333 -3.3634
C -0.0913 2.9467 -2.6013
C -0.3742 3.5687 -1.3475
C -1.5185 3.1363 -0.6536
Br 1.2157 3.8835 -3.7898
H -2.1594 1.7115 1.4688
H -3.5171 0.3686 -0.9791
H -3.0593 1.2163 3.7510
H -5.3137 -0.1158 0.3483
H -4.3427 -0.4390 5.1661
H -6.5622 -1.6547 1.8729
H -3.0725 1.4013 -3.1327
H -2.0233 3.6872 0.1519
H -0.8766 2.0705 -4.4306
H 0.3257 4.3563 -1.0410
P -0.4006 -1.4941 -0.7464
C 2.6914 2.0084 -0.5110
C 3.4992 2.9605 -1.3747
H 3.2554 1.7132 0.3895
H 1.7449 2.4587 -0.1569
H 3.5884 3.9436 -0.8944
H 4.5188 2.6026 -1.5481
H 2.9978 3.1704 -2.3298
C 2.0254 0.2879 -3.2222
C 3.2425 0.2956 -4.1118
H 1.2898 1.0103 -3.5945
H 1.5369 -0.6852 -3.3428
H 2.9517 0.5803 -5.1261
H 3.9454 1.0422 -3.7603
H 3.6920 -0.7041 -4.1678
C 3.6250 -0.6611 -0.9980
C 5.0236 -0.1364 -1.3959
H 3.4363 -1.5997 -1.5582
H 3.6060 -0.8973 0.0828
H 5.8094 -0.8912 -1.2517
H 5.0640 0.1208 -2.4636
H 5.3636 0.7194 -0.7855
C 0.5125 -2.5023 0.5205
C 1.8733 -3.0612 0.0752
H -0.1171 -3.3643 0.8325
H 0.6461 -1.8466 1.4093
H 2.0200 -4.1080 0.3828
H 2.0263 -3.0536 -1.0146
H 2.7219 -2.5399 0.5385
C -0.1195 -2.1630 -2.4528
C -1.1701 -1.6495 -3.4351
H -0.0808 -3.2616 -2.4277
H 0.8840 -1.8305 -2.7692
H -0.8603 -1.8177 -4.4743
H -2.1364 -2.1380 -3.2878
H -1.3475 -0.5707 -3.3372
C -2.1182 -1.8973 -0.1995
C -2.3184 -2.4547 1.2103
H -2.6044 -2.5449 -0.9498
H -2.6814 -0.9583 -0.2131
H -3.3608 -2.7464 1.3732
H -1.6953 -3.3064 1.4694
H -2.1111 -1.6893 1.9629
N 0.1509 0.6328 0.6712
C 0.2321 0.2633 1.7953
C 0.4894 0.0399 3.1951
C -0.5167 -0.4548 4.0812
C -0.2895 -0.5676 5.4622
C 0.9604 -0.2541 6.0166
C 1.9724 0.1854 5.1336
C 1.7571 0.3665 3.7540
H -1.5044 -0.7269 3.6990
H -1.0944 -0.8870 6.1443
H 1.1423 -0.3595 7.1034
H 2.9603 0.4081 5.5490
H 2.5473 0.7613 3.1057
*
```

Its expectation value of S² is 6.09. For the lowest unoccupied orbital energy (spin up / spin down), the calculation gives -12.5 / -16.2 eV.

Want to see where the charge sits? The Mulliken charges in e are: -0.39 -0.48 -0.57 0.24 -0.43 -0.55 0.46 -0.02 1.11 -1.52 -0.68 0.27 -0.39 -0.26 -0.77 0.09 0.08 0.65 0.69 0.76 0.57 0.41 0.42 0.54 0.64 0.61 0.60 1.73 -0.09 -1.11 0.43 0.28 0.41 0.31 0.00 0.61 -1.87 0.02 -0.31 0.45 0.40 0.41 -0.35 -1.44 0.46 0.34 0.44 0.26 0.33 0.32 -1.45 0.35 -0.51 0.47 0.14 0.35 -0.81 -1.24 0.59 0.21 0.45 0.34 0.28 0.88 -1.95 0.78 -1.40 0.49 0.41 0.51 -0.11 0.30 0.43 0.25 -0.80 -0.61 -0.51 -0.48 0.55 0.48 0.47 0.49 0.56